# 1
A molecular structure, C37H29N11O2SY in a non-equilibrium geometry. Source: the OMol25 dataset; level of theory: ωB97M-V/def2-TZVPD.

Results
Charge: +1
Highest occupied orbital energy, eV: -10.31
Frontier orbital gap, eV: 7.3

The geometry in XYZ format:
```
81
C37H29N11O2SY (ωB97M-V/def2-TZVPD)
Y -0.041 -0.673 -0.741
S 0.659 1.543 1.176
O 1.481 0.362 0.837
O 1.261 2.804 0.871
N -2.259 1.938 -1.220
N -1.545 3.372 0.522
N 1.502 -1.906 -2.123
N -1.644 -0.330 -2.825
N 0.652 -2.246 0.613
N -0.651 1.212 0.249
N -1.017 -2.093 2.348
N 0.672 1.017 -2.469
N 2.891 -2.456 -0.242
N -1.011 1.111 6.816
N -2.158 -1.337 0.366
C 1.982 -2.604 0.658
C -0.949 2.337 4.749
C -4.184 -0.390 2.052
C -1.494 2.212 -0.144
C 0.204 1.422 2.866
C 1.903 2.466 -4.519
C 3.899 -1.943 -2.300
C 1.110 -3.135 2.714
C 2.290 -3.183 1.979
C -1.445 0.033 -5.252
C 0.165 0.992 -3.736
C 0.110 -2.472 1.858
C 3.832 -1.745 -3.656
C 0.604 0.327 3.620
C -3.039 -0.941 2.569
C 1.465 -1.797 -3.466
C 2.208 -4.118 4.566
C -3.320 -0.855 -0.111
C 0.211 0.228 4.937
C 0.784 1.658 -4.816
C 1.732 1.767 -2.241
C -3.067 2.899 -1.661
C -3.138 4.144 -1.073
C -2.341 4.318 0.049
C -0.583 1.224 5.524
C 2.362 2.534 -3.235
C -1.003 0.218 -3.970
C -0.556 2.442 3.435
C -2.041 -1.442 1.714
C -4.347 -0.381 0.667
C -0.787 0.648 -6.335
C 0.284 1.468 -6.124
C 2.577 -1.717 -4.266
C 1.043 -3.598 4.012
C 2.720 -2.067 -1.541
C 3.451 -3.687 2.528
C 3.393 -4.156 3.836
H -0.821 3.297 2.830
H 2.384 3.020 -5.316
H 3.214 3.144 -2.972
H -1.158 0.484 -7.338
H -2.320 -0.581 -5.435
H -2.352 5.250 0.604
H 2.124 1.768 -1.231
H 0.113 -3.557 4.564
H -1.990 0.474 -2.245
H 1.240 -0.426 3.175
H 0.522 -0.624 5.530
H 4.286 -4.553 4.300
H 2.194 -4.498 5.579
H 4.733 -1.654 -4.247
H 4.840 -2.036 -1.777
H 4.373 -3.721 1.962
H -0.588 0.426 7.417
H -1.413 1.911 7.268
H -1.533 3.130 5.201
H -5.249 -0.007 0.204
H 0.479 -1.787 -3.911
H -3.434 -0.861 -1.186
H 2.467 -1.630 -5.338
H -2.861 -1.029 3.632
H -4.961 -0.003 2.698
H -3.776 4.924 -1.457
H -3.677 2.644 -2.523
H 0.768 1.975 -6.950
H -2.430 -0.900 -3.109
```



# 2
A single C6H14O molecule. Source: the OMol25 dataset; level of theory: ωB97M-V/def2-TZVPD.

Results
Charge: 0
Highest occupied orbital energy, eV: -10.24
Frontier orbital gap, eV: 11.2

The geometry in XYZ format:
```
21
C6H14O (ωB97M-V/def2-TZVPD)
O 1.443 -1.510 0.107
C -1.529 -0.712 -1.090
C 0.195 0.517 0.326
C 1.379 -0.165 -0.358
C 2.697 0.555 -0.090
C -2.216 0.467 1.023
C -1.100 -0.305 0.321
H -0.794 -1.376 -1.557
H 0.026 1.482 -0.175
H -3.137 -0.124 1.068
H 1.799 -2.046 -0.610
H -0.899 -1.222 0.887
H -1.935 0.730 2.050
H -2.444 1.398 0.489
H 0.465 0.747 1.366
H 2.674 1.579 -0.482
H -1.658 0.167 -1.735
H -2.485 -1.248 -1.063
H 2.896 0.598 0.987
H 3.531 0.026 -0.567
H 1.194 -0.166 -1.445
```



# 3
A molecular structure, C39H47BN8O2Pd in a non-equilibrium geometry. Source: the OMol25 dataset; level of theory: ωB97M-V/def2-TZVPD.

Results
2S+1: 3
Charge: 0
Highest occupied orbital energy (alpha / beta), eV: -8.02 / -7.96
Frontier orbital gap (alpha / beta), eV: 8.6 / 7.6
<S²>: 2.01

The geometry in XYZ format:
```
98
C39H47BN8O2Pd (ωB97M-V/def2-TZVPD)
Pd -0.106 0.147 -0.095
O -0.818 1.118 1.589
O -1.065 1.743 -1.486
N -1.558 3.930 -1.096
N 1.051 -1.583 0.619
N 1.743 -1.902 -0.517
N -3.202 2.425 -1.786
N 1.912 1.051 -0.392
N 0.064 -1.219 -2.331
N -0.995 -1.380 -1.466
N 2.111 0.387 -1.578
C -3.652 1.054 -1.976
C -3.323 -2.055 -1.536
C -3.081 0.647 2.294
C -4.485 -2.168 -2.292
C 3.392 2.176 -1.630
C -1.655 -1.897 -3.536
C 2.999 1.062 -2.341
C 2.419 -3.291 1.043
C -2.497 5.040 -1.061
C -1.901 2.666 -1.460
C 1.280 -3.318 3.880
C 1.883 3.744 2.892
C 2.658 4.897 2.835
C 1.451 -2.410 1.571
C -5.708 -2.402 -1.675
C 0.776 -3.288 5.175
C 3.447 5.138 1.717
C -2.088 2.961 2.364
C 1.898 2.834 1.846
C -0.329 -1.522 -3.591
C 3.447 0.632 -3.701
C 0.548 -1.426 -4.794
C -5.780 -2.521 -0.293
C -0.233 4.185 -0.556
C -2.118 1.624 1.631
C -4.232 3.451 -1.769
C -3.403 -2.182 -0.149
C 3.460 4.229 0.666
C 0.901 -2.356 2.947
C 0.007 -1.352 3.334
C -3.627 4.809 -2.037
C 2.691 3.071 0.722
C -2.024 -1.787 -2.184
C 2.576 -2.934 -0.278
C -4.623 -2.410 0.467
C 3.479 -3.521 -1.314
C -0.493 -1.326 4.628
C 2.680 2.127 -0.417
C -0.114 -2.291 5.553
B 1.570 -1.083 -1.818
H -1.735 2.806 3.391
H 4.054 6.034 1.661
H -1.950 5.948 -1.316
H 1.511 -1.911 -4.642
H 1.972 -4.104 3.597
H -2.507 1.823 0.623
H 1.256 3.552 3.756
H -0.285 -0.576 2.636
H -4.525 0.865 -1.346
H 2.944 -4.086 1.552
H 4.197 -2.786 -1.685
H 4.075 4.428 -0.205
H 2.918 -3.898 -2.171
H -2.863 0.372 -1.690
H -3.091 -0.304 1.753
H 3.781 -0.406 -3.712
H -3.083 3.418 2.400
H -4.966 3.199 -2.535
H -4.102 1.043 2.316
H 0.049 -1.899 -5.637
H 4.274 1.265 -4.018
H -6.605 -2.488 -2.276
H 2.646 5.606 3.654
H 0.262 3.244 -0.379
H 1.080 -4.044 5.888
H -4.439 -2.062 -3.370
H -2.257 -2.237 -4.365
H -1.394 3.646 1.866
H -1.180 -0.539 4.919
H -0.320 4.718 0.394
H 4.115 2.912 -1.948
H 0.737 -0.383 -5.055
H -2.495 -2.109 0.438
H 2.645 0.730 -4.435
H -3.237 4.838 -3.058
H 2.265 -1.570 -2.663
H -0.507 -2.265 6.564
H 4.033 -4.348 -0.875
H -2.888 5.171 -0.045
H 0.373 4.785 -1.242
H -3.923 0.860 -3.018
H -4.381 5.589 -1.938
H -6.734 -2.701 0.188
H -4.670 -2.505 1.546
H -2.758 0.454 3.323
H 1.258 1.962 1.884
H -4.755 3.447 -0.805
```



# 4
A molecular structure, C28H25ClCoN5O3S. Source: the OMol25 dataset; level of theory: ωB97M-V/def2-TZVPD.

Results
2S+1: 2
Charge: +1
Highest occupied orbital energy (alpha / beta), eV: -9.53 / -9.53
Frontier orbital gap (alpha / beta), eV: 5.3 / 5.2
<S²>: 0.78

The geometry in XYZ format:
```
64
C28H25ClCoN5O3S (ωB97M-V/def2-TZVPD)
Co 0.569 -0.926 -0.345
Cl 1.715 3.830 4.401
S -3.189 1.571 0.478
O 0.266 3.472 -1.268
O -0.405 0.500 -0.931
O -1.351 1.194 -2.817
N 1.936 -2.083 0.162
N 0.842 -1.786 -2.098
N 0.429 -0.662 1.612
N -4.023 -0.618 -0.922
N -3.784 -0.989 1.186
C 0.674 -0.357 4.358
C -0.478 1.273 -1.972
C -0.135 4.293 0.879
C 1.889 -2.646 -2.110
C -0.343 0.264 3.662
C 2.473 -2.880 -0.769
C -3.670 -0.012 0.242
C -4.357 -1.944 -0.692
C 0.186 -1.546 -3.232
C -4.126 0.059 -2.202
C 2.324 -3.246 -3.272
C 0.619 3.453 0.050
C 1.294 3.674 2.720
C 1.649 -2.982 -4.458
C 0.578 2.377 -2.101
C 1.567 -1.159 3.661
C 1.408 -1.304 2.300
C 0.214 4.385 2.216
C 3.193 -3.106 1.874
C 2.240 -2.192 1.458
C 2.041 2.857 1.897
C 1.695 2.740 0.556
C -1.295 5.055 0.309
C 3.417 -3.826 -0.415
C 0.558 -2.132 -4.433
C -0.430 0.109 2.284
C 3.788 -3.921 0.921
C -4.204 -2.183 0.622
H 0.515 2.750 -3.119
H -4.397 -3.066 1.202
H -3.312 -0.231 -2.863
H -0.646 -0.853 -3.177
H -1.724 5.720 1.056
H -3.618 -0.810 2.160
H 0.000 -1.907 -5.330
H 4.529 -4.649 1.222
H 2.376 -1.666 4.168
H 2.905 2.336 2.290
H -4.672 -2.597 -1.486
H 3.843 -4.486 -1.156
H -1.062 0.894 4.167
H -1.224 0.629 1.746
H 3.455 -3.193 2.918
H 3.179 -3.906 -3.252
H 0.775 -0.222 5.426
H 1.584 1.993 -1.906
H -5.085 -0.179 -2.660
H -4.049 1.128 -2.028
H -0.356 5.030 2.873
H 2.297 2.112 -0.088
H 1.971 -3.439 -5.383
H -0.986 5.642 -0.555
H -2.069 4.366 -0.034
```



# 5
6 unconnected molecules or ions with the total composition C45H104F6N5O4P in a non-equilibrium geometry. Source: the OMol25 dataset; level of theory: ωB97M-V/def2-TZVPD.

Results
Charge: +4
Highest occupied orbital energy, eV: -17.79
Frontier orbital gap, eV: 9.7

The geometry in XYZ format:
```
165
C45H104F6N5O4P (ωB97M-V/def2-TZVPD)
P -0.336 0.775 0.289
F -1.237 -0.286 1.140
F 0.824 0.767 1.387
F -1.509 0.869 -0.826
F -1.098 1.952 1.110
F 0.496 1.872 -0.550
F 0.410 -0.380 -0.522
O -3.530 -2.560 -3.041
O -6.425 -4.267 0.585
O -2.649 2.482 3.953
O 1.013 0.738 5.449
N 4.453 2.628 -0.651
N -4.278 -3.645 -0.446
N -1.850 4.171 -3.463
N -1.591 0.323 5.441
N 2.021 -5.339 2.578
C -2.618 -2.605 -1.954
C -2.802 2.992 -3.406
C -0.959 3.911 -4.613
C 2.263 1.348 4.931
C 0.645 -8.667 3.868
C 6.599 1.506 -0.719
C 1.602 -5.381 1.131
C 3.538 4.109 1.120
C -1.036 4.308 -2.219
C 2.022 -3.358 -2.049
C -3.442 -2.407 -0.685
C 1.190 -6.369 3.255
C -0.253 2.561 -4.584
C 1.690 -4.544 -1.186
C 2.380 4.417 2.053
C -2.537 5.484 -3.691
C 5.494 0.446 -0.965
C 3.059 -3.270 3.242
C -1.225 5.719 -1.741
C 5.789 2.523 0.064
C 4.290 1.304 -1.323
C -5.252 -4.111 -1.450
C 0.672 -0.487 4.867
C 4.486 3.783 -1.645
C -2.086 0.277 4.036
C -7.602 -4.750 1.325
C 3.361 2.796 0.388
C 0.911 2.597 -5.591
C 3.173 4.046 -2.334
C -0.619 -0.809 5.671
C 3.531 -5.549 2.774
C 3.441 5.133 -3.379
C -5.120 1.153 -3.216
C -1.555 6.456 -3.000
C 4.020 -4.383 3.568
C -3.472 3.506 3.364
C 1.335 -7.796 2.827
C -4.049 3.203 -2.566
C -6.163 -5.008 -0.650
C -3.213 1.225 3.671
C 2.106 -4.277 0.267
C 1.665 -3.962 3.193
C -4.513 1.882 -2.007
C 3.521 6.429 -2.609
C -2.911 -2.479 -4.314
H 5.738 -0.312 -1.723
H -2.309 -3.378 -4.499
H 4.797 4.694 -1.151
H 3.572 7.328 -3.241
H -1.797 -1.858 -2.009
H -2.437 0.171 6.012
H -7.111 -5.154 -1.151
H -8.509 -4.787 0.713
H -1.565 3.970 -5.523
H 0.895 -7.972 1.858
H -0.500 -0.981 6.748
H -2.624 5.708 -4.751
H -3.749 -2.429 -5.009
H -1.152 -1.694 5.301
H -7.368 -5.807 1.618
H -3.595 -4.395 -0.283
H 1.894 -6.383 0.757
H -5.632 0.263 -2.864
H 5.385 -0.092 -0.020
H -1.134 1.231 5.593
H 2.556 6.485 -2.084
H 3.320 1.985 1.115
H -2.075 5.724 -1.050
H -5.698 -3.188 -1.865
H 0.388 -9.671 3.518
H 0.164 -6.059 3.129
H 0.853 -3.510 2.615
H 3.297 0.862 -1.173
H 2.328 1.224 3.848
H 4.405 1.577 -2.357
H -3.492 5.567 -3.171
H 3.065 -3.051 -1.889
H -0.693 6.667 -3.610
H 6.969 1.923 -1.652
H 1.751 -3.327 0.668
H -3.546 3.310 2.278
H -5.783 -5.998 -0.326
H 0.501 2.752 -6.595
H -0.361 6.138 -1.194
H -4.129 -1.574 -0.765
H 5.573 2.036 1.011
H 3.135 0.942 5.427
H 2.123 3.611 2.734
H 2.456 2.796 -0.211
H 2.603 5.320 2.633
H 3.201 -4.296 0.300
H -3.081 4.511 3.524
H 1.442 4.580 1.495
H 2.682 5.280 -4.144
H -4.451 3.423 3.841
H 4.366 4.897 -3.941
H -1.261 0.471 3.354
H -2.223 2.104 -3.136
H 7.484 1.107 -0.217
H -2.686 -2.263 0.090
H 4.009 -4.680 4.614
H -4.879 3.698 -3.061
H 1.943 -3.488 -3.145
H 2.447 4.349 -1.585
H 6.287 3.501 0.210
H 3.133 -2.488 4.017
H -3.482 0.976 2.626
H -4.118 1.032 4.276
H 1.453 -6.395 4.313
H 3.703 4.981 0.475
H 0.024 4.208 -2.448
H -0.193 4.694 -4.638
H -2.014 7.401 -2.761
H 4.302 6.483 -1.839
H -4.369 0.771 -3.914
H 2.191 2.406 5.158
H 1.492 1.689 -5.645
H 2.141 -5.463 -1.572
H 1.325 -4.084 4.196
H 4.402 4.074 1.786
H 1.584 3.423 -5.408
H 1.400 -1.262 5.169
H -5.849 1.728 -3.774
H -0.899 1.750 -4.927
H -4.742 -4.593 -2.259
H 2.829 3.136 -2.850
H 1.427 -2.489 -1.777
H -2.337 -0.769 3.804
H 0.623 -4.745 -1.132
H -5.306 2.016 -1.249
H 5.311 3.507 -2.322
H 3.330 -2.810 2.296
H 0.592 -0.461 3.761
H -7.729 -4.180 2.253
H 2.399 -8.032 2.800
H 0.116 2.287 -3.606
H 5.040 -4.150 3.284
H -3.153 2.885 -4.420
H -2.106 -3.600 -1.966
H -2.288 -1.597 -4.409
H -0.272 -8.150 4.196
H -3.761 3.801 -1.703
H -1.316 3.552 -1.496
H 4.014 -5.514 1.795
H 3.800 -6.477 3.246
H 0.512 -5.343 1.258
H -4.753 -3.650 0.472
H -3.671 1.372 -1.527
H 1.348 -8.779 4.701
```



# 6
A molecular structure, C22H34BrI5NbO7 in a non-equilibrium geometry. Source: the OMol25 dataset; level of theory: ωB97M-V/def2-TZVPD.

Results
Charge: -1
Highest occupied orbital energy, eV: -4.73
Frontier orbital gap, eV: 5.6

The geometry in XYZ format:
```
70
C22H34BrI5NbO7 (ωB97M-V/def2-TZVPD)
I 2.635 0.177 4.987
I 2.506 1.876 -1.014
I -2.322 1.196 0.926
I -3.063 -2.237 0.678
I 0.723 -0.973 -0.059
Nb 0.142 0.026 3.545
Br -0.436 2.488 4.283
O 3.973 2.769 -10.836
O 3.711 2.249 -8.624
O 5.111 2.253 -3.775
O 3.301 1.364 -4.855
O -7.267 -3.789 5.300
O 0.392 -1.995 3.042
O -7.079 -3.434 3.049
C 3.108 2.886 -7.499
C -2.731 -1.480 2.739
C 3.128 4.358 -7.817
C 5.408 0.174 -4.830
C -0.881 0.162 6.736
C -9.213 -3.175 3.999
C -2.040 -0.009 2.725
C -9.344 -3.320 2.504
C 1.846 1.702 1.114
C 6.526 0.400 -3.844
C 2.061 -3.343 4.554
C -7.770 -3.515 4.223
C -7.958 -2.987 2.018
C 3.619 3.073 -9.709
C 1.052 0.554 1.551
C -0.773 -0.704 5.532
C 2.249 2.855 2.179
C 4.466 1.292 -4.500
C 6.484 1.892 -3.635
C 1.731 -2.534 3.120
C 2.984 4.373 -9.318
C -4.240 -1.424 3.466
H 2.350 4.922 -7.297
H 2.618 -1.858 2.770
H 1.401 3.673 2.384
H 2.090 2.500 -7.383
H -2.161 -2.316 3.337
H 1.935 4.365 -9.626
H 6.296 -0.113 -2.903
H 3.679 2.656 -6.595
H 2.782 2.513 3.159
H 3.211 -3.266 4.827
H 7.067 2.434 -4.387
H 3.513 5.219 -9.763
H -9.868 -3.870 4.529
H -9.583 -4.361 2.256
H 3.090 3.496 1.619
H -7.719 -3.500 1.082
H 1.835 -4.502 4.449
H -9.392 -2.146 4.325
H -5.094 -1.819 2.737
H 6.840 2.174 -2.640
H -10.118 -2.683 2.069
H -4.261 -2.096 4.421
H 7.498 0.042 -4.195
H -2.627 0.612 3.565
H -1.944 0.435 7.181
H 1.391 -2.969 5.443
H 1.746 -3.436 2.329
H -4.561 -0.337 3.769
H -7.814 -1.910 1.878
H -1.166 -1.810 5.549
H 5.747 0.285 -5.863
H 0.147 0.481 7.233
H 4.932 -0.799 -4.680
H 4.099 4.785 -7.537
```



> Which value of charge does entry 4 give?

+1



> Number 5 is which compound?

C45H104F6N5O4P